A structure of composition C9H20NO11PPt. Source: the Open Molecules 2025 dataset; level of theory: ωB97M-V/def2-TZVPD.

The calculation puts the LUMO energy (spin up / spin down) at 1.932 / 1.931 eV. As for the charge: -1. The frontier orbital gap (spin up / spin down) is 6.026 / 5.961 eV. Its spin multiplicity is 4. As for the total energy: -46201.9175 eV. Its HOMO energy (spin up / spin down) is -0.1504 / -0.1481 hartree.

```
43
Properties=species:S:1:pos:R:3:lowdin_spin:R:1
Pt 1.848 -0.467 1.544 1.51
C 4.313 -1.467 1.673 0.03
O 5.365 -1.826 2.111 0.09
O 3.343 -2.133 1.487 0.34
O 3.986 -0.320 1.535 0.24
C 1.024 -0.030 4.125 0.02
O 0.898 -0.065 5.366 0.10
O 1.551 0.855 3.527 0.28
O 0.695 -0.862 3.281 0.25
C -1.925 -3.068 0.320 0.00
C -1.139 -1.752 0.295 0.01
C -1.854 -0.528 0.888 0.00
O -3.014 -0.280 0.157 0.00
C -3.721 0.948 0.407 0.00
N 0.174 -1.928 0.905 0.06
H -1.432 -3.974 0.674 0.00
H -2.322 -3.214 -0.685 0.00
H -2.780 -3.073 0.995 0.00
H -0.941 -1.534 -0.754 0.00
H -1.277 0.396 0.932 0.00
H -2.103 -0.692 1.936 0.00
H -4.005 1.278 -0.592 0.00
H -3.101 1.745 0.816 0.00
H -4.554 0.762 1.085 0.00
H 0.363 -2.910 0.765 0.00
H 0.096 -1.780 1.901 0.00
C 0.918 3.725 -0.795 0.00
O 1.414 2.841 -1.747 0.01
P 1.124 1.192 -1.558 0.01
O 1.571 0.631 -0.214 0.05
O 1.956 0.477 -2.705 0.00
C 1.660 -0.879 -2.982 0.00
O -0.480 1.023 -1.923 0.00
C -1.113 1.911 -2.799 0.00
H 0.552 3.161 0.062 0.00
H 0.154 4.427 -1.128 0.00
H 1.740 4.419 -0.621 0.00
H 0.846 -0.892 -3.706 0.00
H 1.361 -1.411 -2.079 0.00
H 2.500 -1.389 -3.454 0.00
H -1.298 2.805 -2.203 0.00
H -1.987 1.537 -3.332 0.00
H -0.409 2.343 -3.511 0.00
```

***

A structure of composition C9H20NO11PPt. Source: the Open Molecules 2025 dataset; level of theory: ωB97M-V/def2-TZVPD.

The energy above the lowest of the compared OMol25 structures with the same formula, charge and spin comes out at 75.9 kcal/mol. The calculation puts the LUMO energy (spin up / spin down) at 4.244 / 4.222 eV. As for the charge: -2. The frontier orbital gap (spin up / spin down) is 2.776 / 4.397 eV. Its spin multiplicity is 3. As for the total energy: -46203.4064 eV. Its HOMO energy (spin up / spin down) is 0.0539 / -0.0064 hartree.

```
43
Properties=species:S:1:pos:R:3:lowdin_spin:R:1
Pt -13.715 -1.461 -18.715 1.37
C -15.026 -0.939 -20.948 0.01
O -15.559 -0.843 -22.056 0.02
O -15.182 -1.868 -20.221 0.11
O -14.145 -0.209 -20.400 0.10
C -14.344 -2.031 -16.237 0.01
O -14.606 -2.302 -15.059 0.02
O -13.655 -2.771 -16.951 0.07
O -14.511 -0.907 -16.764 0.14
C -10.538 1.608 -18.567 0.00
C -10.665 0.201 -18.092 0.01
C -10.042 -0.012 -16.732 0.00
O -10.530 0.870 -15.695 0.00
C -9.802 0.781 -14.513 0.00
N -12.077 -0.006 -17.953 0.05
H -9.533 1.913 -18.275 0.00
H -11.180 2.309 -18.035 0.00
H -10.637 1.691 -19.649 0.00
H -10.280 -0.469 -18.861 0.00
H -8.975 0.161 -16.866 0.00
H -10.191 -1.068 -16.504 0.00
H -9.520 -0.239 -14.251 0.00
H -10.350 1.280 -13.714 0.00
H -8.868 1.313 -14.693 0.00
H -12.636 0.832 -17.880 0.00
H -11.978 -0.239 -16.976 0.00
C -11.296 -6.392 -19.480 0.00
O -11.786 -5.078 -19.266 0.00
P -11.804 -3.943 -20.438 0.01
O -12.090 -2.572 -19.929 0.03
O -12.801 -4.573 -21.524 0.00
C -13.382 -3.860 -22.545 0.00
O -10.385 -4.203 -21.215 0.01
C -9.125 -3.728 -20.698 0.00
H -10.865 -6.621 -20.454 0.00
H -12.043 -7.176 -19.353 0.00
H -10.544 -6.505 -18.699 0.00
H -14.468 -3.860 -22.460 0.00
H -13.121 -4.223 -23.540 0.00
H -13.263 -2.780 -22.457 0.00
H -9.175 -2.850 -20.053 0.00
H -8.480 -3.284 -21.456 0.00
H -8.588 -4.586 -20.293 0.00
```

***

A cluster of 2 separate species, C9H20NO2 in total. Source: the Open Molecules 2025 dataset; level of theory: ωB97M-V/def2-TZVPD.

The energy above the lowest of the compared OMol25 structures with the same formula, charge and spin comes out at 118.6 kcal/mol. The calculation puts the LUMO energy (spin up / spin down) at -3.496 / -3.495 eV. As for the charge: +1. The frontier orbital gap (spin up / spin down) is 8.950 / 8.951 eV. As for the total energy: -15230.0697 eV. Its HOMO energy (spin up / spin down) is -0.4574 / -0.4574 hartree.

```
32
Properties=species:S:1:pos:R:3:nbo_charge:R:1
C 2.334 1.970 1.285 -0.45
C 1.986 1.363 0.141 0.12
C 2.096 1.693 -1.266 -0.76
C -3.444 1.094 0.194 -0.61
C 2.115 -2.261 0.279 -0.43
C -0.093 -2.763 -0.503 -0.41
C -2.018 1.777 0.376 -0.45
C -1.081 1.402 -0.677 -0.05
C 0.275 -0.363 0.458 0.70
N 0.940 -1.648 -0.300 -0.41
O -0.054 -0.761 1.720 -0.72
O -0.611 0.048 -0.477 -0.60
H 1.773 1.863 2.172 0.24
H 3.002 2.811 1.168 0.23
H 1.809 2.757 -1.327 0.26
H 1.425 1.067 -2.036 0.24
H 3.093 1.613 -1.669 0.26
H -3.815 0.659 1.201 0.23
H -4.152 1.828 -0.225 0.23
H -3.136 0.381 -0.538 0.20
H 2.882 -1.445 0.421 0.25
H 1.858 -2.674 1.306 0.24
H 2.342 -3.113 -0.512 0.23
H -0.923 -2.156 -0.477 0.22
H -0.007 -3.286 -1.414 0.24
H -0.054 -3.400 0.283 0.21
H -1.657 1.666 1.407 0.23
H -2.157 2.922 0.262 0.23
H -1.415 1.387 -1.680 0.21
H -0.151 1.913 -0.660 0.19
H 1.131 -1.223 -1.191 0.43
H -0.674 -1.456 1.793 0.49
```

***

The ion C9H20NO2 with charge +1. Source: the Open Molecules 2025 dataset; level of theory: ωB97M-V/def2-TZVPD.

The structure (SMILES) is C[NH+](C)[C@@]1(C)OC[C@@]1(C)CCO. The energy above the lowest of the compared OMol25 structures with the same formula, charge and spin comes out at 76.2 kcal/mol. The calculation puts the LUMO energy at -2.685 eV. As for the charge: +1. The frontier orbital gap is 10.858 eV. As for the total energy: -15231.9053 eV. Its HOMO energy is -0.4977 hartree.

```
32
Properties=species:S:1:pos:R:3:nbo_charge:R:1
C -2.089 -1.692 -0.754 -0.40
N -1.097 -0.597 -0.886 -0.46
C -1.113 0.402 -2.042 -0.44
C -0.932 0.059 0.453 0.47
C -1.840 1.256 0.611 -0.72
O -0.837 -0.940 1.420 -0.56
C 0.557 -0.732 1.880 -0.08
C 0.760 0.512 0.909 0.00
C 0.943 1.721 1.836 -0.61
C 1.852 0.492 -0.054 -0.47
C 2.427 -0.830 -0.617 -0.07
O 1.395 -1.601 -1.251 -0.76
H -3.015 -1.281 -0.758 0.22
H -1.912 -2.195 -1.649 0.21
H -1.888 -2.423 0.042 0.27
H -0.104 -0.975 -1.222 0.50
H -0.267 0.989 -2.197 0.23
H -1.104 -0.109 -3.077 0.24
H -2.046 1.027 -1.845 0.24
H -2.915 1.028 0.775 0.25
H -1.547 2.039 -0.002 0.24
H -1.723 1.733 1.669 0.26
H 1.359 -1.454 1.622 0.19
H 0.329 -0.513 2.979 0.22
H 0.123 1.813 2.453 0.21
H 0.850 2.531 1.163 0.21
H 1.972 1.742 2.324 0.24
H 2.673 0.994 0.274 0.24
H 1.594 1.110 -0.804 0.22
H 3.269 -0.532 -1.145 0.20
H 2.741 -1.641 0.055 0.20
H 1.582 -1.933 -2.162 0.51
```

***

A cluster of 2 separate species, C9H20NSi in total. Source: the Open Molecules 2025 dataset; level of theory: ωB97M-V/def2-TZVPD.

The energy above the lowest of the compared OMol25 structures with the same formula, charge and spin comes out at 131.4 kcal/mol. The calculation puts the LUMO energy at -3.286 eV. As for the charge: +1. The frontier orbital gap is 8.957 eV. As for the total energy: -19013.6998 eV. Its HOMO energy is -0.4499 hartree.

```
31
Properties=species:S:1:pos:R:3:nbo_charge:R:1
C -1.205 -0.047 -0.793 -0.51
C -2.499 0.189 -0.704 0.03
C 0.600 3.148 0.420 -0.60
C 1.848 -2.179 -1.375 -0.59
C 0.743 -1.288 1.713 -0.63
C 1.391 2.318 -0.623 -0.93
C 1.955 -0.670 -1.545 -0.95
C 1.473 0.048 1.666 -0.89
C -3.832 0.241 -0.562 -0.25
N -4.597 -0.827 0.234 -0.70
Si 1.216 0.486 -0.200 1.81
H -0.986 -0.880 -1.474 0.23
H 0.697 4.142 0.289 0.22
H -0.390 3.029 0.354 0.21
H 1.078 3.037 1.479 0.21
H 0.799 -2.646 -1.690 0.20
H 2.571 -2.585 -2.051 0.23
H 1.991 -2.363 -0.262 0.20
H 1.302 -2.173 1.454 0.22
H 0.438 -1.690 2.736 0.22
H -0.087 -1.376 1.150 0.20
H 2.506 2.316 -0.589 0.25
H 1.090 2.431 -1.714 0.26
H 1.332 -0.581 -2.511 0.26
H 3.053 -0.498 -1.618 0.26
H 2.452 -0.130 1.880 0.25
H 0.953 0.879 2.219 0.25
H -4.444 0.798 -1.101 0.21
H -3.975 -1.234 1.007 0.46
H -5.373 -0.373 0.803 0.44
H -5.048 -1.475 -0.394 0.44
```

***

A cluster of 2 separate species, C9H20Si in total. Source: the Open Molecules 2025 dataset; level of theory: ωB97M-V/def2-TZVPD.

The structure (SMILES) is C[C@@H]1C[Si]1(C)C.C=C(C)C. The energy above the lowest of the compared OMol25 structures with the same formula, charge and spin comes out at 65.9 kcal/mol. The calculation puts the LUMO energy at 0.790 eV. The frontier orbital gap is 8.766 eV. As for the total energy: -17532.4593 eV. Its HOMO energy is -0.2931 hartree.

```
30
Properties=species:S:1:pos:R:3:nbo_charge:R:1
C -1.380 -1.638 -0.951 -0.63
C -1.052 -0.664 0.237 -0.56
C -1.807 -0.834 1.543 -0.83
Si -2.074 0.846 0.803 1.44
C -1.383 2.407 1.589 -1.10
C -3.608 0.865 -0.278 -1.08
H -0.517 -2.349 -1.056 0.21
H -2.109 -2.323 -0.487 0.21
H -1.521 -1.064 -1.914 0.22
H -0.023 -0.507 0.496 0.21
H -1.087 -1.005 2.281 0.23
H -2.564 -1.567 1.350 0.22
H -0.307 2.605 1.381 0.25
H -1.920 3.246 1.119 0.24
H -1.554 2.496 2.657 0.25
H -4.324 1.681 -0.200 0.24
H -3.318 0.705 -1.323 0.24
H -4.124 0.056 0.022 0.23
C 2.415 -1.429 -1.459 -0.42
C 2.764 -0.388 -0.729 0.03
C 3.081 -0.537 0.798 -0.66
C 3.040 0.958 -1.324 -0.65
H 2.403 -1.308 -2.547 0.19
H 2.259 -2.437 -1.168 0.20
H 3.103 0.401 1.406 0.22
H 4.049 -1.063 1.057 0.23
H 2.215 -1.201 1.171 0.22
H 3.960 1.340 -0.926 0.21
H 3.131 1.059 -2.435 0.22
H 2.252 1.649 -1.113 0.22
```

***

Question: Which of these has the highest total energy?
Answer: number 3

***

Question: Among the records above, which one has the highest total energy?
Answer: number 3

***

Question: Among the records above, which one has the highest total energy?
Answer: number 3

***

Question: What is the formula in the first record?
Answer: C9H20NO11PPt